[1]
ORCA calculation (wB97M-V/def2-TZVPD) on one molecule with the formula C14H18N2OS.

Its energy is -1127.12228 Eh. Its SMILES is S=C(Oc1ccccc1)N1CCN2CCC1CC2. As for the multiplicity: 1. The calculation puts the molar mass at 262.378 u. The energy above the lowest of the compared OMol25 structures with the same formula, charge and spin comes out at 75.3 kcal per mole.

Cartesian coordinates (Å):
1 S -2.2197 -0.8588 1.5032
2 C -0.8458 -0.5219 0.7218
3 O 0.2078 -1.3992 0.7673
4 C 0.0941 -2.5890 1.3418
5 C -0.6676 -3.5378 0.6594
6 C -0.7333 -4.8684 1.0646
7 C 0.2538 -5.2739 2.0363
8 C 1.0184 -4.3002 2.7382
9 C 0.9864 -2.9605 2.3372
10 N -0.5788 0.7194 0.0042
11 C -1.6081 1.8519 -0.0720
12 C -1.2015 3.2188 -0.3245
13 N -0.0843 3.3870 -1.3777
14 C 1.2345 3.3939 -0.7920
15 C 1.5650 1.9614 -0.2031
16 C 0.6168 0.7963 -0.7822
17 C 0.2240 1.0922 -2.3134
18 C -0.1072 2.5625 -2.5695
19 H -1.3508 -3.2470 -0.1709
20 H -1.5027 -5.4750 0.5268
21 H 0.3908 -6.2260 2.3959
22 H 1.8494 -4.6106 3.4233
23 H 1.6828 -2.1833 2.6879
24 H -1.9938 1.8144 0.9488
25 H -2.2870 1.5196 -0.7867
26 H -2.0528 3.8537 -0.6454
27 H -0.8602 3.6940 0.6070
28 H 1.3053 4.1919 -0.1218
29 H 1.9306 3.6493 -1.5728
30 H 2.5856 1.6266 -0.4057
31 H 1.3614 1.9649 0.9311
32 H 1.1822 -0.1214 -0.7127
33 H 0.9853 0.7922 -2.9757
34 H -0.7316 0.4931 -2.5392
35 H -1.1357 2.6107 -2.9946
36 H 0.4866 2.9790 -3.3349

Mulliken atomic charge list, values in e, 2 entries: number 1, S, carries -0.310; number 2, C, carries 0.168

[2]
ORCA calculation (wB97M-V/def2-TZVPD) on one molecule with the formula C14H18N4O.

Its energy is -838.43881 Eh. Its SMILES is c1cncc(/N=C2\NC[C@]3(CN4CCC3CC4)O2)c1. As for the multiplicity: 1. The calculation puts the molar mass at 258.325 u. The energy above the lowest of the compared OMol25 structures with the same formula, charge and spin comes out at 98.3 kcal per mole.

Cartesian coordinates (Å):
1 C -2.7078 -1.2630 4.1193
2 C -3.4231 -0.1839 4.7455
3 N -2.8979 1.0761 4.8441
4 C -1.9028 1.2952 4.0610
5 C -1.1049 0.2914 3.3809
6 N -0.1374 0.7093 2.4717
7 C -0.3079 0.5963 1.1581
8 N -1.4235 0.1237 0.5663
9 C -1.2607 0.1615 -0.9549
10 C 0.2557 0.2575 -0.9070
11 C 0.9016 -1.0924 -0.9885
12 N 1.9466 -1.1901 -2.0062
13 C 3.1494 -0.4225 -1.8154
14 C 2.5761 1.0830 -1.8677
15 C 1.0236 1.1242 -2.0449
16 C 0.8647 0.5408 -3.4414
17 C 1.4242 -0.9326 -3.4290
18 O 0.6447 0.9393 0.2461
19 C -1.6066 -1.0330 3.4146
20 H -2.9014 -2.3464 4.2658
21 H -4.4057 -0.5122 5.1243
22 H -1.4541 2.2536 4.1257
23 H -2.3321 0.1922 1.0085
24 H -1.8411 0.9931 -1.3543
25 H -1.6624 -0.8159 -1.4061
26 H 1.2705 -1.3629 0.0514
27 H 0.1252 -1.7553 -1.3196
28 H 3.5834 -0.5683 -0.8910
29 H 3.9814 -0.6800 -2.5252
30 H 3.0232 1.6179 -2.6979
31 H 2.8399 1.6018 -0.9685
32 H 0.7657 2.1546 -2.1257
33 H 1.4148 1.2089 -4.1787
34 H -0.1742 0.3968 -3.6215
35 H 2.1501 -0.9195 -4.2193
36 H 0.6749 -1.7384 -3.6527
37 H -1.0722 -1.8009 2.8321

Mulliken atomic charge list, values in e, 2 entries: number 1, C, carries -0.290; number 2, C, carries -0.328

[3]
ORCA calculation (wB97M-V/def2-TZVPD) on one molecule with the formula C14H18N4O4S.

Its energy is -1462.36670 Eh. Its SMILES is Cc1ccc(C(=O)NNC(=S)NC[C@H]2CCCO2)cc1[N+](=O)[O-]. As for the multiplicity: 1. The calculation puts the molar mass at 338.389 u. The energy above the lowest of the compared OMol25 structures with the same formula, charge and spin comes out at 56.5 kcal per mole.

Cartesian coordinates (Å):
1 C 3.5259 0.1623 -5.9577
2 C 2.8040 -0.0690 -4.6751
3 C 1.4414 -0.3640 -4.6998
4 C 0.7119 -0.5839 -3.5492
5 C 1.3377 -0.5313 -2.3041
6 C 0.6286 -0.7613 -1.0201
7 O 1.1825 -1.0915 0.0139
8 N -0.7228 -0.6253 -1.0753
9 N -1.4374 -0.7418 0.1119
10 C -2.5348 0.0298 0.2835
11 S -3.1379 0.9271 -0.9808
12 N -3.1873 -0.0153 1.4602
13 C -2.7369 -0.6645 2.6652
14 C -1.6600 0.1436 3.4287
15 C -2.2388 1.3854 4.1206
16 C -2.5307 0.8682 5.5280
17 C -1.3869 -0.1247 5.7225
18 O -1.1229 -0.6834 4.4454
19 C 2.6983 -0.2697 -2.2534
20 C 3.4193 -0.0283 -3.4165
21 N 4.8252 0.2605 -3.2546
22 O 5.4148 0.8005 -4.1666
23 O 5.3375 -0.0490 -2.2008
24 H 3.8231 1.2070 -6.0390
25 H 4.4407 -0.4251 -6.0086
26 H 2.8891 -0.0912 -6.8014
27 H 0.9437 -0.4199 -5.6563
28 H -0.3380 -0.8201 -3.6265
29 H -1.2388 -0.0590 -1.7527
30 H -0.8400 -1.0541 0.8735
31 H -3.9900 0.5929 1.5119
32 H -3.6005 -0.8139 3.3153
33 H -2.3240 -1.6482 2.4271
34 H -0.8543 0.4111 2.7315
35 H -3.1208 1.7665 3.6106
36 H -1.4889 2.1756 4.1585
37 H -2.5288 1.6537 6.2791
38 H -3.4911 0.3525 5.5582
39 H -1.6280 -0.9418 6.4052
40 H -0.4860 0.3882 6.0859
41 H 3.2022 -0.2486 -1.2979

Mulliken atomic charge list, values in e, 2 entries: number 1, C, carries -1.351; number 2, C, carries 1.132

[4]
ORCA calculation (wB97M-V/def2-TZVPD) on one molecule with the formula C14H18N4O6S.

Its energy is -1612.82117 Eh. Its SMILES is CCOC(=O)N1CCC(=NNS(=O)(=O)c2cccc([N+](=O)[O-])c2)CC1. As for the multiplicity: 1. The calculation puts the molar mass at 370.387 u.

Cartesian coordinates (Å):
1 C 5.4448 1.2734 -2.0139
2 C 4.2043 0.5218 -2.4587
3 O 3.6102 -0.0797 -1.3078
4 C 2.4827 -0.7841 -1.5479
5 O 1.9703 -0.8752 -2.6379
6 N 2.0195 -1.4076 -0.4339
7 C 2.4956 -1.1259 0.8973
8 C 1.5137 -0.1827 1.6085
9 C 0.1288 -0.7688 1.5759
10 N -0.4438 -0.8711 2.7011
11 N -1.6744 -1.3630 2.9474
12 S -3.0803 -1.4602 2.0182
13 O -3.0201 -2.5158 1.0551
14 O -4.1182 -1.4824 3.0022
15 C -3.1456 0.1149 1.1433
16 C -2.8685 1.2829 1.8296
17 C -2.9413 2.5015 1.1694
18 C -3.3024 2.5421 -0.1660
19 C -3.5888 1.3568 -0.8326
20 N -3.9827 1.4042 -2.2301
21 O -4.0038 2.4913 -2.7606
22 O -4.2638 0.3586 -2.7640
23 C -3.5102 0.1298 -0.1864
24 C -0.3451 -1.1699 0.2085
25 C 0.7254 -2.0456 -0.4695
26 H 5.1803 2.0423 -1.2927
27 H 6.1506 0.5897 -1.5500
28 H 5.9149 1.7398 -2.8744
29 H 3.4757 1.1942 -2.9255
30 H 4.4516 -0.2628 -3.1821
31 H 2.5592 -2.0697 1.4481
32 H 3.4862 -0.6775 0.8394
33 H 1.5093 0.7752 1.0821
34 H 1.8181 -0.0185 2.6407
35 H -1.9216 -1.2629 3.9217
36 H -2.5991 1.2351 2.8727
37 H -2.7217 3.4164 1.6966
38 H -3.3725 3.4758 -0.7040
39 H -3.7252 -0.7907 -0.7079
40 H -0.4945 -0.2729 -0.4002
41 H -1.2729 -1.7347 0.2519
42 H 0.7944 -3.0058 0.0501
43 H 0.4612 -2.2184 -1.5134

Mulliken atomic charge list, values in e, 2 entries: number 1, C, carries -1.242; number 2, C, carries -0.200